[1]
Entry from OMol25: one molecule with the formula C14H20ClNO3S (ωB97M-V/def2-TZVPD).

Geometry (Å):
C: 5.517 0.848 0.886
C: 4.059 1.269 1.060
O: 3.165 0.175 1.094
C: 2.413 -0.075 -0.076
C: 3.205 -0.786 -1.181
C: 3.706 -2.141 -0.690
C: 2.532 -3.014 -0.261
C: 1.729 -2.318 0.833
C: 1.226 -0.959 0.345
N: 0.447 -0.251 1.338
S: -1.128 -0.728 1.574
O: -1.317 -2.129 1.322
O: -1.537 -0.191 2.837
C: -1.908 0.191 0.251
C: -2.028 1.561 0.379
C: -2.596 2.296 -0.647
C: -3.032 1.637 -1.790
C: -2.913 0.259 -1.917
C: -2.346 -0.465 -0.882
H: -2.247 -1.538 -0.933
H: -3.264 -0.233 -2.810
Cl: -3.737 2.546 -3.073
H: -2.705 3.366 -0.568
H: -1.685 2.031 1.286
H: 0.954 -0.096 2.196
H: 0.562 -1.094 -0.516
H: 2.362 -2.153 1.706
H: 0.870 -2.922 1.129
H: 2.897 -3.974 0.107
H: 1.885 -3.208 -1.121
H: 4.367 -1.985 0.164
H: 4.276 -2.633 -1.481
H: 2.545 -0.919 -2.040
H: 4.042 -0.160 -1.497
H: 2.019 0.881 -0.462
H: 3.769 1.974 0.271
H: 3.951 1.774 2.028
H: 5.784 0.127 1.654
H: 5.688 0.396 -0.087
H: 6.160 1.719 0.983

Summary:
Calculated total energy   -1684.3257 hartree
Total charge   0
Relative energy (zero: lowest compared OMol25 entry of this formula, charge and spin)   0.000 eV
Lowest unoccupied orbital energy   0.485 eV
Max |F|   0.01562 Eh/bohr
Highest occupied orbital energy   -9.45 eV

---

[2]
Entry from OMol25: a 3-piece molecular cluster, C14H20F2NO10PS overall at a distorted geometry (ωB97M-V/def2-TZVPD).

Geometry (Å):
C: 1.602 2.532 1.990
C: 1.254 2.746 0.631
C: 0.697 2.978 -0.906
C: -0.918 2.734 -0.910
C: -1.431 1.345 -1.610
P: -0.936 -0.265 -0.728
N: -2.572 -0.280 0.021
C: -2.582 0.288 1.416
O: -3.672 -0.007 2.178
F: -1.580 1.178 2.040
C: -2.922 -1.770 0.217
O: -3.909 -2.400 -0.428
F: -2.073 -2.469 1.250
S: 0.952 -0.449 -1.699
C: 1.272 -2.319 -1.938
O: 1.067 0.162 -3.111
O: 2.182 0.039 -0.838
H: 1.571 2.333 3.164
H: 0.861 4.140 -1.127
H: 1.300 2.412 -1.732
H: -1.304 2.915 0.184
H: -1.387 3.621 -1.559
H: -2.625 1.389 -1.558
H: -1.187 1.395 -2.762
H: -1.327 -1.522 -1.384
H: -0.258 -0.405 0.534
H: 2.253 -2.437 -2.608
H: 0.366 -2.710 -2.608
H: 1.374 -2.892 -0.923
C: -3.593 -6.169 -3.302
C: -3.416 -6.564 -1.871
O: -2.267 -5.840 -1.474
C: -2.166 -4.766 -2.310
O: -1.390 -3.839 -2.149
O: -3.046 -4.864 -3.349
H: -4.644 -6.159 -3.604
H: -3.032 -6.813 -3.986
H: -4.261 -6.258 -1.245
H: -3.257 -7.639 -1.753
C: 4.134 5.338 3.386
C: 5.356 5.073 4.205
O: 4.955 4.016 5.055
C: 3.921 3.377 4.434
O: 3.444 2.317 4.804
O: 3.492 4.078 3.344
H: 4.376 5.684 2.378
H: 3.463 6.062 3.860
H: 6.202 4.736 3.596
H: 5.663 5.945 4.788

Summary:
Calculated total energy   -2291.4695 hartree
Total charge   0
Relative energy (zero: lowest compared OMol25 entry of this formula, charge and spin)   9.621 eV
Lowest unoccupied orbital energy   -0.953 eV
Max |F|   0.19907 Eh/bohr
Highest occupied orbital energy   -8.69 eV

---

[3]
Entry from OMol25: an isolated ion of composition C14H20N2O2P and charge +1 at a distorted geometry (ωB97M-V/def2-TZVPD).

Geometry (Å):
C: 1.939 1.841 0.632
C: 2.433 2.424 -0.732
C: 1.754 1.808 -1.984
C: 0.205 1.852 -1.968
O: -0.433 0.552 -2.184
C: -0.725 -0.059 -1.002
C: 0.061 -1.225 -0.598
P: 1.379 -1.800 -1.795
C: 2.824 -2.436 -0.831
O: 0.765 -3.114 -2.646
C: -0.204 -1.825 0.611
C: -1.251 -1.299 1.435
C: -1.553 -1.858 2.686
N: -2.532 -1.376 3.445
C: -3.309 -0.315 3.061
C: -3.108 0.307 1.868
C: -2.045 -0.184 1.026
C: -1.763 0.441 -0.224
N: -2.591 1.550 -0.593
H: 1.309 0.941 0.542
H: 2.824 1.556 1.232
H: 1.409 2.584 1.256
H: 2.261 3.512 -0.725
H: 3.516 2.220 -0.789
H: 2.153 0.802 -2.198
H: 2.074 2.426 -2.846
H: -0.132 2.475 -2.816
H: -0.165 2.360 -1.058
H: 3.518 -2.860 -1.582
H: 2.582 -3.252 -0.125
H: 3.392 -1.630 -0.335
H: 0.140 -3.561 -2.050
H: 0.397 -2.681 0.940
H: -0.964 -2.699 3.062
H: -2.683 -1.808 4.351
H: -4.101 0.044 3.722
H: -3.700 1.170 1.564
H: -3.461 1.121 -0.924
H: -2.218 1.996 -1.430

Summary:
Calculated total energy   -1146.5793 hartree
Total charge   +1
Lowest unoccupied orbital energy   -4.405 eV
Max |F|   0.04555 Eh/bohr
Highest occupied orbital energy   -10.97 eV

---

- Which of these has the lowest highest occupied orbital energy?
  C14H20N2O2P